Record 1
Molecular formula: C5H8N2O
Method: DFT, ωB97M-V/def2-TZVPD

Computed properties:
- Kohn-Sham gap (Eh) = 0.3534
- maximum force (eV/Å) = 5.066
- ΔE to the lowest compared entry with this formula, charge and spin (eV) = 3.451
- DFT total energy (eV) = -10339.2748
- SMILES = CC[C@H]1C=NN=CO1
- highest occupied orbital energy (eV) = -9.15

ORCA input file:
```
! RIJCOSX wB97M-V def2-TZVPD def2/J DEFGRID3
* xyz 0 1
C -1.425 0.219 1.000
C -1.183 -0.200 -0.439
C 0.166 -0.072 -1.060
C 1.689 -1.098 0.452
C 0.900 1.145 -0.669
H -0.610 -0.010 1.622
H -1.300 1.257 1.312
H -2.287 -0.245 1.590
H -1.957 0.283 -1.014
H -1.617 -1.185 -0.532
H 0.213 -0.162 -2.148
H 1.791 -1.964 0.997
H 0.520 2.079 -1.142
N 2.170 0.035 0.740
N 1.968 1.138 0.039
O 0.961 -1.219 -0.747
*
```

Results of the Löwdin charge analysis, in e, for atoms 1 through 6:
1 C -0.102
2 C -0.196
3 C -0.323
4 C -0.130
5 C -0.096
6 H 0.036

Record 2
Molecular formula: C5H8N2O
Method: DFT, ωB97M-V/def2-TZVPD

Computed properties:
- Kohn-Sham gap (Eh) = 0.3668
- maximum force (eV/Å) = 8.927
- ΔE to the lowest compared entry with this formula, charge and spin (eV) = 9.230
- DFT total energy (eV) = -10333.4965
- SMILES = C1=NOC[C@@H]2CN2C1
- highest occupied orbital energy (eV) = -9.09

ORCA input file:
```
! RIJCOSX wB97M-V def2-TZVPD def2/J DEFGRID3
* xyz 0 1
C 0.674 -1.122 1.272
C -0.075 1.884 0.481
C -0.025 1.095 -0.845
C -0.139 -1.257 -1.458
C -0.208 -0.888 -0.038
H 1.696 -1.242 1.389
H 0.270 -1.777 2.142
H -0.584 2.978 0.608
H -0.968 1.040 -1.373
H 0.698 1.559 -1.461
H -1.399 -1.054 -1.774
H 0.198 -2.252 -2.145
H -1.077 -0.524 0.392
N 0.218 1.460 1.605
N 0.518 -0.078 -0.744
O 0.203 0.177 1.951
*
```

Results of the Löwdin charge analysis, in e, for atoms 1 through 6:
1 C 0.012
2 C -0.116
3 C -0.253
4 C -0.006
5 C -0.396
6 H 0.079

Record 3
Molecular formula: C5H8N2O
Method: DFT, ωB97M-V/def2-TZVPD

Computed properties:
- Kohn-Sham gap (Eh) = 0.3592
- maximum force (eV/Å) = 8.394
- ΔE to the lowest compared entry with this formula, charge and spin (eV) = 8.046
- DFT total energy (eV) = -10334.6801
- highest occupied orbital energy (eV) = -8.93

ORCA input file:
```
! RIJCOSX wB97M-V def2-TZVPD def2/J DEFGRID3
* xyz 0 1
C 0.107 1.254 -1.401
C 1.187 0.108 -1.364
C 0.658 -0.328 0.045
C -0.318 -1.355 1.711
C -0.454 0.328 -0.319
H -0.341 1.681 -2.324
H 0.393 2.198 -1.071
H 2.187 0.345 -1.225
H 1.034 -0.321 -2.350
H 1.349 0.462 0.676
H -0.372 -2.058 2.660
H -1.950 -0.340 2.474
H -1.172 -0.378 -0.768
N 0.649 -1.293 0.982
N -1.762 -0.815 1.394
O -1.195 0.512 0.881
*
```

Results of the Löwdin charge analysis, in e, for atoms 1 through 6:
1 C -0.045
2 C -0.070
3 C -0.374
4 C -0.187
5 C -0.421
6 H 0.122

Record 4
Molecular formula: C5H8N2O
Method: DFT, ωB97M-V/def2-TZVPD

Computed properties:
- Kohn-Sham gap (Eh) = 0.3627
- maximum force (eV/Å) = 2.880
- ΔE to the lowest compared entry with this formula, charge and spin (eV) = 2.114
- DFT total energy (eV) = -10340.6121
- SMILES = C[C@]1(C=O)CN=CN1
- highest occupied orbital energy (eV) = -9.16

ORCA input file:
```
! RIJCOSX wB97M-V def2-TZVPD def2/J DEFGRID3
* xyz 0 1
C -0.062 1.604 -0.883
C 0.095 0.275 -0.040
C -0.537 -0.983 -0.811
C -1.051 -1.025 1.343
C 1.520 -0.203 0.230
H -1.104 1.894 -0.706
H 0.693 2.512 -0.685
H 0.164 1.201 -2.000
H -1.221 -0.496 -1.527
H 0.170 -1.577 -1.363
H -1.218 -1.451 2.313
H 0.199 0.624 1.925
H 2.010 -0.277 -0.713
N -1.102 -1.795 0.339
N -0.509 0.249 1.246
O 1.954 -0.553 1.332
*
```

Results of the Löwdin charge analysis, in e, for atoms 1 through 6:
1 C -0.027
2 C -0.507
3 C -0.112
4 C -0.236
5 C -0.182
6 H 0.071

Record 5
Molecular formula: C5H8N2O
Method: DFT, ωB97M-V/def2-TZVPD

Computed properties:
- Kohn-Sham gap (alpha / beta) (Eh) = 0.2713 / 0.2714
- maximum force (eV/Å) = 3.090
- ΔE to the lowest compared entry with this formula, charge and spin (eV) = 3.894
- DFT total energy (eV) = -10338.8316
- highest occupied orbital energy (alpha / beta) (eV) = -7.23 / -7.23

ORCA input file:
```
! RIJCOSX wB97M-V def2-TZVPD def2/J DEFGRID3
* xyz 0 1
C 0.970 -0.446 -1.353
C -0.748 1.699 0.172
C -0.178 0.335 0.521
C -0.209 -0.687 -0.579
N -0.867 -1.826 -0.421
O -0.625 -0.158 1.753
C 1.378 0.210 0.391
N 2.314 0.149 1.132
H 0.095 0.060 2.377
H -1.323 -1.978 0.470
H -0.601 -2.641 -0.951
H 1.032 0.466 -1.936
H 1.426 -1.291 -1.855
H -0.420 2.417 0.923
H -1.837 1.654 0.162
H -0.407 2.036 -0.806
*
```

Results of the Löwdin charge analysis, in e, for atoms 1 through 6:
1 C 0.003
2 C 0.004
3 C -0.509
4 C -0.274
5 N 0.209
6 O 0.007

Record 6
Molecular formula: C5H8N2O
Method: DFT, ωB97M-V/def2-TZVPD

Computed properties:
- Kohn-Sham gap (alpha / beta) (Eh) = 0.2862 / 0.2728
- maximum force (eV/Å) = 2.934
- ΔE to the lowest compared entry with this formula, charge and spin (eV) = 6.426
- DFT total energy (eV) = -10336.3002
- highest occupied orbital energy (alpha / beta) (eV) = -8.54 / -7.92

ORCA input file:
```
! RIJCOSX wB97M-V def2-TZVPD def2/J DEFGRID3
* xyz 0 1
C -0.444 0.862 -1.525
C -0.817 0.922 -0.064
C -0.844 1.968 0.700
H 0.379 1.561 -1.685
H -1.263 1.161 -2.187
H -0.125 -0.096 -1.938
H -1.073 2.997 0.468
C 1.135 -0.563 0.643
N 1.673 -1.501 -0.137
C -0.802 -0.791 0.716
N -1.201 -1.050 1.901
O 1.611 0.139 1.469
H 1.122 -2.152 -0.667
H 2.676 -1.623 -0.197
H -1.053 -0.237 2.504
H -0.974 -1.599 -0.002
*
```

Results of the Löwdin charge analysis, in e, for atoms 1 through 6:
1 C -0.100
2 C -0.293
3 C 0.130
4 H 0.081
5 H 0.078
6 H 0.060

Record 7
Molecular formula: C5H8N2O
Method: DFT, ωB97M-V/def2-TZVPD

Computed properties:
- Kohn-Sham gap (Eh) = 0.3703
- maximum force (eV/Å) = 5.100
- ΔE to the lowest compared entry with this formula, charge and spin (eV) = 9.063
- DFT total energy (eV) = -10333.6630
- highest occupied orbital energy (eV) = -9.95

ORCA input file:
```
! RIJCOSX wB97M-V def2-TZVPD def2/J DEFGRID3
* xyz 0 1
C 1.413 1.346 -1.882
C 2.116 0.659 -0.660
C 1.538 1.299 0.545
C -1.186 -0.790 1.218
C -2.079 -1.620 0.157
H 0.213 1.502 -1.292
H 1.876 2.412 -1.933
H 0.976 0.352 -3.032
H 2.117 -0.547 -0.737
H 3.160 0.834 -0.775
H 2.098 2.081 0.944
H -0.414 -1.674 1.857
H -1.923 -0.271 2.250
N 0.384 0.928 1.101
N -2.630 -2.429 -0.431
O -0.399 0.057 0.220
*
```

Results of the Löwdin charge analysis, in e, for atoms 1 through 6:
1 C -0.144
2 C -0.324
3 C -0.153
4 C -0.155
5 C -0.214
6 H 0.117

Record 8
Molecular formula: C5H8N2O
Method: DFT, ωB97M-V/def2-TZVPD

Computed properties:
- Kohn-Sham gap (Eh) = 0.3215
- maximum force (eV/Å) = 5.027
- ΔE to the lowest compared entry with this formula, charge and spin (eV) = 5.202
- DFT total energy (eV) = -10337.5243
- highest occupied orbital energy (eV) = -8.45

ORCA input file:
```
! RIJCOSX wB97M-V def2-TZVPD def2/J DEFGRID3
* xyz 0 1
C -1.165 1.421 0.298
C -2.314 0.733 0.357
C -0.186 0.526 -0.076
C -0.332 -1.963 -0.533
C 2.151 0.669 -0.236
N -2.133 -0.504 0.042
N -0.788 -0.708 -0.140
O 2.430 0.323 1.064
H -0.910 2.478 0.515
H -3.381 1.088 0.302
H -0.541 -2.635 0.199
H -0.752 -2.303 -1.465
H 0.778 -1.778 -0.717
H 2.157 -0.150 -0.944
H 2.424 1.717 -0.406
H 2.562 1.087 1.740
*
```

Results of the Löwdin charge analysis, in e, for atoms 1 through 6:
1 C -0.153
2 C -0.250
3 C -0.035
4 C -0.044
5 C -0.010
6 N 0.050

Record 9
Molecular formula: C5H8N2O
Method: DFT, ωB97M-V/def2-TZVPD

Computed properties:
- Kohn-Sham gap (Eh) = 0.3592
- maximum force (eV/Å) = 6.912
- ΔE to the lowest compared entry with this formula, charge and spin (eV) = 5.949
- DFT total energy (eV) = -10336.7776
- highest occupied orbital energy (eV) = -10.41

ORCA input file:
```
! RIJCOSX wB97M-V def2-TZVPD def2/J DEFGRID3
* xyz 0 1
C -1.220 -1.915 -0.287
C -0.768 -0.453 -0.344
C 0.316 0.216 0.330
C 1.327 1.312 -0.006
C 0.822 -0.906 1.280
H -2.087 -2.066 -0.855
H -1.475 -2.340 0.756
H -0.368 -2.538 -0.693
H -1.170 -0.215 -1.382
H -1.165 1.488 0.162
H 2.329 0.878 -0.255
H 1.288 2.169 0.701
H 1.172 3.319 -0.880
N -1.027 0.638 0.754
N 1.196 -1.615 2.083
O 0.830 2.028 -1.366
*
```

Results of the Löwdin charge analysis, in e, for atoms 1 through 6:
1 C -0.073
2 C -0.280
3 C -0.441
4 C -0.116
5 C -0.157
6 H 0.042

Record 10
Molecular formula: C5H8N2O
Method: DFT, ωB97M-V/def2-TZVPD

Computed properties:
- Kohn-Sham gap (alpha / beta) (Eh) = 0.2857 / 0.2889
- maximum force (eV/Å) = 2.900
- ΔE to the lowest compared entry with this formula, charge and spin (eV) = 4.869
- DFT total energy (eV) = -10337.8572
- highest occupied orbital energy (alpha / beta) (eV) = -7.17 / -7.37

ORCA input file:
```
! RIJCOSX wB97M-V def2-TZVPD def2/J DEFGRID3
* xyz 0 1
C -0.010 -1.632 0.094
C 2.223 -0.173 -0.013
C -1.059 -0.607 -0.080
C -0.498 0.758 -0.491
C 0.481 1.335 0.538
N 0.143 -2.826 0.273
N 3.246 -0.770 -0.313
O 1.852 1.063 0.253
H -1.786 -0.946 -0.830
H -1.587 -0.511 0.877
H 0.024 0.665 -1.446
H -1.327 1.455 -0.623
H 0.434 2.428 0.545
H 0.241 0.965 1.544
H -0.613 -3.510 0.342
H 4.158 -0.327 -0.424
*
```

Results of the Löwdin charge analysis, in e, for atoms 1 through 6:
1 C -0.173
2 C -0.294
3 C -0.205
4 C -0.188
5 C -0.185
6 N 0.121

Record 11
Molecular formula: C5H8N2O
Method: DFT, ωB97M-V/def2-TZVPD

Computed properties:
- Kohn-Sham gap (Eh) = 0.3434
- maximum force (eV/Å) = 6.433
- ΔE to the lowest compared entry with this formula, charge and spin (eV) = 3.915
- DFT total energy (eV) = -10338.8107
- SMILES = CC1=C[C@@H](N)C(=O)N1
- highest occupied orbital energy (eV) = -8.66

ORCA input file:
```
! RIJCOSX wB97M-V def2-TZVPD def2/J DEFGRID3
* xyz 0 1
C -2.424 -0.273 0.139
C -0.897 -0.240 -0.086
C -0.273 0.872 -0.562
C 1.228 0.684 -0.518
C 1.269 -0.916 -0.113
H -2.628 0.807 -0.357
H -2.644 -1.397 -0.370
H -3.098 -0.421 1.236
H -0.596 1.893 -0.479
H 1.803 0.922 -1.423
H 2.684 1.059 0.295
H 1.552 0.866 1.553
H -0.004 -2.355 0.214
N 1.741 1.416 0.545
N -0.007 -1.264 -0.001
O 2.294 -1.653 -0.075
*
```

Results of the Löwdin charge analysis, in e, for atoms 1 through 6:
1 C -0.071
2 C -0.371
3 C -0.031
4 C -0.365
5 C -0.400
6 H 0.108

Record 12
Molecular formula: C5H8N2O
Method: DFT, ωB97M-V/def2-TZVPD

Computed properties:
- Kohn-Sham gap (Eh) = 0.3709
- maximum force (eV/Å) = 4.848
- ΔE to the lowest compared entry with this formula, charge and spin (eV) = 4.881
- DFT total energy (eV) = -10337.8446
- SMILES = C1=NCC2(CC2)ON1
- highest occupied orbital energy (eV) = -9.29

ORCA input file:
```
! RIJCOSX wB97M-V def2-TZVPD def2/J DEFGRID3
* xyz 0 1
C -1.491 -0.389 -0.212
C -0.829 -1.467 -0.984
C -0.057 -0.366 -0.385
C 0.686 -0.589 0.962
C 1.352 1.579 0.710
H -2.030 0.393 -0.742
H -1.960 -0.421 0.861
H -1.020 -2.448 -0.552
H -1.081 -1.459 -2.077
H -0.186 -0.985 1.690
H 1.427 -1.539 0.909
H 1.675 2.553 0.982
H 0.513 2.546 -0.753
N 1.303 0.582 1.517
N 1.131 1.600 -0.682
O 0.566 0.411 -1.242
*
```

Results of the Löwdin charge analysis, in e, for atoms 1 through 6:
1 C -0.125
2 C -0.049
3 C -0.596
4 C -0.170
5 C -0.218
6 H 0.104

Record 13
Molecular formula: C5H8N2O
Method: DFT, ωB97M-V/def2-TZVPD

Computed properties:
- Kohn-Sham gap (Eh) = 0.3549
- maximum force (eV/Å) = 6.540
- ΔE to the lowest compared entry with this formula, charge and spin (eV) = 5.688
- DFT total energy (eV) = -10337.0379
- highest occupied orbital energy (eV) = -9.45

ORCA input file:
```
! RIJCOSX wB97M-V def2-TZVPD def2/J DEFGRID3
* xyz 0 1
C -0.641 0.866 1.551
C -1.214 1.360 0.132
C -0.883 0.555 -1.186
C 0.579 0.571 -1.249
C 1.425 -2.455 0.140
H -1.429 1.053 2.335
H -0.404 -0.247 1.612
H 0.486 1.694 1.599
H -1.375 -0.432 -0.801
H -1.634 0.965 -1.995
H 1.153 1.401 -1.510
H 1.102 -3.581 0.436
H 2.465 -2.571 -0.011
N 1.380 -0.265 -0.824
N 0.550 -1.453 -0.206
O -1.561 2.539 -0.023
*
```

Results of the Löwdin charge analysis, in e, for atoms 1 through 6:
1 C -0.036
2 C -0.423
3 C -0.128
4 C -0.253
5 C -0.020
6 H 0.065

Record 14
Molecular formula: C5H8N2O
Method: DFT, ωB97M-V/def2-TZVPD

Computed properties:
- Kohn-Sham gap (Eh) = 0.3609
- maximum force (eV/Å) = 12.916
- ΔE to the lowest compared entry with this formula, charge and spin (eV) = 4.251
- DFT total energy (eV) = -10338.4755
- SMILES = OCCc1cc[nH]n1
- highest occupied orbital energy (eV) = -8.82

ORCA input file:
```
! RIJCOSX wB97M-V def2-TZVPD def2/J DEFGRID3
* xyz 0 1
C -0.199 2.020 -0.037
C -0.852 0.937 0.622
C -0.440 -0.410 0.206
C 0.782 -1.162 0.403
C 0.703 -2.248 -0.379
H 1.342 2.247 0.898
H -0.418 3.008 0.303
H -0.153 2.021 -1.119
H -1.841 0.822 0.226
H -0.467 1.078 1.567
H 1.779 -0.955 1.028
H 1.215 -3.194 -0.591
H -0.846 -2.823 -1.514
N -0.559 -2.208 -0.999
N -1.255 -1.126 -0.735
O 1.209 1.993 0.122
*
```

Results of the Löwdin charge analysis, in e, for atoms 1 through 6:
1 C -0.262
2 C -0.163
3 C -0.230
4 C -0.057
5 C -0.093
6 H -0.050

Record 15
Molecular formula: C5H8N2O
Method: DFT, ωB97M-V/def2-TZVPD

Computed properties:
- Kohn-Sham gap (Eh) = 0.3694
- maximum force (eV/Å) = 2.575
- ΔE to the lowest compared entry with this formula, charge and spin (eV) = 4.962
- DFT total energy (eV) = -10337.7639
- highest occupied orbital energy (eV) = -8.99

ORCA input file:
```
! RIJCOSX wB97M-V def2-TZVPD def2/J DEFGRID3
* xyz 0 1
C 1.100 1.804 0.471
C 1.141 -1.516 -0.318
C -0.308 -1.401 -0.180
C -1.925 -0.323 -0.227
C -0.398 0.093 -0.265
H 0.412 2.487 1.010
H 2.079 1.838 0.928
H 1.174 2.165 -0.536
H 1.784 -2.382 -0.609
H -0.579 -1.570 0.942
H -2.647 0.258 -0.797
H -2.309 -0.492 0.841
H -0.298 0.584 -1.251
N 0.639 0.470 0.573
N 1.649 -0.473 0.298
O -1.516 -1.542 -0.880
*
```

Results of the Löwdin charge analysis, in e, for atoms 1 through 6:
1 C -0.079
2 C -0.060
3 C -0.335
4 C -0.099
5 C -0.262
6 H 0.099

Record 16
Molecular formula: C5H8N2O
Method: DFT, ωB97M-V/def2-TZVPD

Computed properties:
- Kohn-Sham gap (Eh) = 0.3464
- maximum force (eV/Å) = 12.616
- ΔE to the lowest compared entry with this formula, charge and spin (eV) = 6.020
- DFT total energy (eV) = -10336.7066
- SMILES = C1=NNC[C@@H]2O[C@@H]2C1
- highest occupied orbital energy (eV) = -8.46

ORCA input file:
```
! RIJCOSX wB97M-V def2-TZVPD def2/J DEFGRID3
* xyz 0 1
C 0.080 -1.435 0.112
C 1.344 0.985 0.333
C 0.059 1.386 -0.540
C -1.239 0.840 0.129
C -1.110 -0.544 0.614
H 0.500 -2.004 1.028
H -0.543 -2.136 -0.720
H 1.697 -1.604 -1.259
H 1.639 1.681 1.217
H 0.240 1.291 -1.572
H 0.117 2.455 -0.319
H -2.033 1.449 0.414
H -1.732 -0.920 1.475
N 0.978 -0.943 -0.617
N 1.829 -0.198 0.199
O -1.827 -0.303 -0.494
*
```

Results of the Löwdin charge analysis, in e, for atoms 1 through 6:
1 C -0.317
2 C -0.097
3 C -0.088
4 C -0.172
5 C -0.278
6 H 0.129